1.
20
Properties=species:S:1:pos:R:3:forces:R:3 method="wB97M-V/def2-TZVPD" total_charge=-1 mol_weight_g_mol=118.2 de_lowest_kcal_mol=64.9 e_homo_ev=-2.90 total_energy_ev=-10964.1761 spin_multiplicity=1 homo_lumo_gap_ev=6.74
C -1.73414 -2.18081 1.05926 0.5 0.3 0.1
N -1.09811 -1.31477 0.07355 0.4 0.0 -0.1
C -0.20934 -2.08314 -0.94006 0.1 0.2 0.0
O -0.42713 -1.67555 -2.17054 0.0 0.2 0.0
H -2.44704 -2.88318 0.62503 -0.1 -0.2 -0.1
H -2.23953 -1.59696 1.83183 -0.1 0.1 0.0
H -0.96069 -2.76490 1.57178 -0.1 0.0 -0.1
H -1.77692 -0.96280 -0.58403 -0.4 0.1 -0.1
H -0.44808 -3.15465 -0.76336 0.0 -0.4 0.1
H 0.83248 -1.92462 -0.55284 0.0 0.0 0.0
C 1.06176 1.55625 -1.26972 0.2 0.1 -0.4
C 0.89506 1.80657 0.01703 -0.5 -0.3 0.7
O 0.18541 1.04879 0.89650 0.0 -0.2 -0.5
C 1.46422 3.00586 0.69372 -0.3 0.4 0.1
H 1.66158 2.24377 -1.83956 0.1 0.2 -0.2
H 0.65929 0.69945 -1.77202 -0.3 -0.5 -0.1
H -0.22745 0.22020 0.46907 0.2 0.2 0.4
H 2.06067 3.61689 0.02547 0.0 0.0 -0.2
H 0.66125 3.63031 1.10460 0.1 -0.1 0.0
H 2.08673 2.71330 1.52429 0.2 -0.2 0.4


2.
12
Properties=species:S:1:pos:R:3:forces:R:3 method="wB97M-V/def2-TZVPD" mol_weight_g_mol=123.1 de_lowest_kcal_mol=192.8 e_homo_ev=-8.51 total_energy_ev=-20510.0455 spin_multiplicity=1 homo_lumo_gap_ev=8.44
C -0.23664 0.20944 0.26122 -0.5 -0.7 -0.2
H -0.65203 -2.61077 0.72550 0.1 -1.0 0.5
H -1.99060 -0.68012 -0.39311 1.5 -0.7 1.2
H -0.70577 2.04523 1.48551 0.1 -1.7 -3.7
H 0.82204 2.37959 -0.04882 -3.7 -0.2 -4.7
H 2.91550 -0.80333 -1.24622 -2.4 -0.8 2.0
N -1.19374 -0.94526 0.27465 -0.4 2.0 -1.3
N -0.87561 1.51386 0.47068 0.6 0.7 -0.6
N 0.99053 0.17756 -0.03204 0.4 -1.3 0.4
O -0.62805 -2.24246 -0.15041 -1.3 2.4 0.5
O -0.16286 2.31661 -0.91608 2.8 -0.5 8.0
S 1.71722 -1.36033 -0.43089 2.8 1.9 -2.1


3.
20
Properties=species:S:1:pos:R:3:forces:R:3 method="wB97M-V/def2-TZVPD" mol_weight_g_mol=105.2 de_lowest_kcal_mol=68.9 e_homo_ev="-2.52 / -7.99" total_energy_ev=-9381.7029 spin_multiplicity=2 homo_lumo_gap_ev="2.96 / 8.37"
C 1.14766 -0.84236 -0.38243 0.3 0.4 0.2
C 0.12943 -0.94043 0.73189 -0.9 -0.5 0.1
C -1.26210 -1.16862 0.15019 -2.0 1.8 -1.1
C -2.81564 0.70457 0.02766 -1.9 1.0 0.5
N -1.67176 0.20074 -0.28169 2.0 -0.6 -0.4
N 0.92083 0.35437 -1.31420 2.2 1.1 0.6
H 1.11060 -1.64528 -1.09961 0.0 -0.8 0.3
H 2.16594 -0.71148 0.01033 -0.2 -0.2 -0.3
H 0.27573 -1.67698 1.52215 0.9 -0.6 -0.5
H 0.13920 -0.02045 1.32792 -0.3 0.2 -0.4
H -1.36588 -1.83539 -0.73092 0.9 0.0 0.3
H -2.06240 -1.56691 0.78858 0.6 0.0 0.7
H -3.75616 0.20403 0.28353 0.4 -0.6 0.1
H -2.98914 1.78414 -0.04160 0.4 -0.2 -0.3
H 0.01978 0.86973 -1.22698 -1.1 -1.2 -0.3
H 1.59547 1.10062 -1.04795 -0.1 -0.3 0.4
H 1.29143 0.08858 -2.23376 -1.1 0.2 -0.2
H 2.69795 2.41693 1.16366 -0.2 -0.6 -0.6
H 2.03003 1.12684 1.56400 -0.2 -0.3 0.2
O 2.39903 1.55734 0.78924 0.5 1.1 0.4


4.
17
Properties=species:S:1:pos:R:3:forces:R:3 method="wB97M-V/def2-TZVPD" mol_weight_g_mol=102.1 de_lowest_kcal_mol=115.2 e_homo_ev=-8.07 total_energy_ev=-9438.0484 spin_multiplicity=1 smiles=CO[C@H]1C[C@H]1CO homo_lumo_gap_ev=8.98
C 2.07581 0.73285 -0.17007 0.2 0.0 -0.2
O 1.05308 0.74325 0.79674 -0.1 -0.2 0.1
C 0.66199 -0.55743 1.06928 -0.5 -0.1 -0.4
C -0.71306 -0.58715 1.68726 -0.2 0.0 0.2
C -0.97111 -0.82400 0.25765 -0.4 0.1 -0.1
C -1.45952 0.28947 -0.60840 -0.3 0.1 0.4
O -1.11630 0.17983 -1.97198 0.2 -0.1 -0.2
H 1.69777 0.29134 -1.09806 0.1 0.0 -0.2
H 2.92632 0.12956 0.15149 0.0 0.1 0.1
H 2.38082 1.75336 -0.37364 0.0 0.1 0.1
H 0.44350 -1.13447 0.04000 0.9 -0.2 0.3
H -0.92201 -1.39488 2.38137 0.0 0.1 0.0
H -1.06344 0.38292 2.03466 0.2 -0.1 0.1
H -1.22126 -1.83695 -0.04991 0.1 0.1 0.0
H -2.54654 0.26928 -0.58312 -0.2 0.2 0.0
H -1.12432 1.23955 -0.18082 0.0 0.0 0.0
H -0.15975 0.26552 -2.04153 0.0 0.0 -0.1